Entry 1:
Density functional theory data (wB97M-V/def2-TZVPD) for an isolated molecule of C16H20O9.

As for the spin multiplicity: 1. The LUMO energy comes out at 0.4 eV. As for the strongest force on any atom: 0.9 eV Å⁻¹. The value obtained for the HOMO-LUMO gap is 9.09 eV. The calculation puts the energy relative to the best compared isomer or geometry (same formula, charge and spin) at 0.291 eV.

XYZ file:
```
45
Properties=species:S:1:pos:R:3:forces:R:3
C -2.187838 3.971415 2.428305 -0.079 0.125 0.065
C -1.467631 3.436518 1.462404 0.029 -0.216 -0.111
C -1.138033 1.970147 1.369488 -0.027 -0.009 -0.181
C 0.357588 1.819573 1.260016 0.240 -0.027 0.492
C 1.191113 1.808702 2.300022 -0.082 -0.081 -0.536
C 2.670250 1.759035 2.113515 0.007 0.139 0.613
O 3.127398 1.566382 0.780972 0.072 -0.027 -0.247
C 2.326808 1.582018 -0.287393 -0.146 -0.126 -0.533
O 2.814951 1.368110 -1.376950 0.100 0.116 0.025
C 0.887733 1.780032 -0.090498 -0.350 0.130 -0.051
C 0.056877 1.807642 -1.154467 0.681 0.169 0.199
O -1.278171 1.808924 -1.085600 0.096 0.158 -0.140
C -1.849302 1.377564 0.134093 -0.672 -0.137 0.642
O -1.997113 -0.020630 0.180986 0.032 0.168 -0.260
C -0.860629 -0.834210 0.137009 0.293 -0.383 0.612
O -0.335208 -0.780671 -1.173045 -0.440 0.062 -0.174
C 0.595655 -1.815869 -1.435336 0.271 -0.315 -0.169
C 1.356807 -1.468271 -2.735852 -0.253 -0.177 0.308
O 2.714330 -1.221202 -2.525805 0.477 0.192 0.052
C -0.136354 -3.177441 -1.490403 -0.574 0.540 -0.232
O 0.634825 -4.188766 -0.875562 0.277 -0.355 0.086
C -1.489150 -3.093915 -0.742211 0.609 -0.337 0.344
O -2.502709 -2.579039 -1.550961 -0.316 0.313 -0.279
C -1.296702 -2.270269 0.537540 -0.512 0.341 -0.343
O -0.371574 -2.851605 1.413563 0.374 -0.277 0.086
H -2.402958 5.025713 2.456186 -0.009 0.205 -0.033
H -2.593585 3.378062 3.230716 -0.062 -0.185 0.166
H -1.069331 4.045283 0.661847 0.037 0.167 -0.082
H -1.517059 1.447734 2.252544 -0.008 0.041 -0.102
H 0.843132 1.857691 3.318980 -0.124 0.017 0.166
H 3.122662 2.694466 2.476575 -0.035 -0.196 -0.056
H 3.101603 0.937447 2.700814 -0.048 0.167 -0.100
H 0.430070 1.854130 -2.167618 -0.001 -0.073 -0.014
H -2.887424 1.733216 0.104970 0.365 -0.008 0.001
H -0.092168 -0.505520 0.861169 -0.176 -0.077 -0.225
H 1.328374 -1.852586 -0.611280 -0.046 -0.054 -0.152
H 1.310397 -2.317509 -3.424935 -0.082 0.077 0.027
H 0.848073 -0.617650 -3.202122 -0.045 -0.044 -0.048
H 2.846440 -0.318715 -2.186670 -0.088 -0.131 -0.048
H -0.363041 -3.443448 -2.532847 0.007 0.038 0.149
H 1.473146 -4.272327 -1.345790 -0.008 -0.025 0.106
H -1.788620 -4.114818 -0.479628 0.107 0.126 0.018
H -2.338569 -1.635487 -1.687677 -0.012 -0.088 -0.035
H -2.252871 -2.171651 1.065130 0.114 -0.025 -0.131
H 0.177807 -3.478206 0.915805 0.006 0.081 0.125
```
Positions in Å, forces in eV/Å.

Entry 2:
Density functional theory data (wB97M-V/def2-TZVPD) for a structure of composition C16H21AuN3OSeTe at a distorted geometry.

The expectation value of S² is 2.0093. As for the spin multiplicity: 3. The LUMO energy (spin up / spin down) comes out at -9.2 / -12.9 eV. As for the strongest force on any atom: 1.5 eV Å⁻¹. The value obtained for the HOMO-LUMO gap (spin up / spin down) is 8.51 / 4.76 eV. The calculation puts the energy relative to the best compared isomer or geometry (same formula, charge and spin) at 2.285 eV. The total charge is +3.

XYZ file:
```
44
Properties=species:S:1:pos:R:3:forces:R:3
Au 0.190800 -0.776500 -0.485400 -0.091 -1.083 -0.290
O 0.574400 0.644300 1.628300 -0.026 0.054 0.263
C 1.904500 0.294100 2.020700 0.455 -0.323 0.445
C 2.811100 0.166500 0.825900 0.631 0.365 0.321
C 4.180400 0.390000 0.960400 -0.445 -0.136 -0.023
C 5.004100 0.218000 -0.139300 0.075 0.044 -0.097
C 4.450800 -0.196400 -1.341900 -0.271 -0.077 0.061
C 3.088400 -0.426900 -1.394100 0.706 -0.012 -0.542
N 2.300400 -0.225800 -0.340600 -1.442 -0.117 0.206
H 0.027100 0.602200 2.426600 0.013 -0.035 -0.103
H 1.887300 -0.679300 2.531600 -0.007 0.172 0.008
H 2.298000 1.039800 2.719300 0.003 -0.116 -0.161
H 4.591000 0.663800 1.920700 -0.009 0.132 0.062
H 6.066500 0.411500 -0.066000 -0.003 -0.049 0.048
H 5.053400 -0.358400 -2.221000 0.066 -0.012 -0.061
H 2.619600 -0.793500 -2.294000 -0.018 0.058 -0.087
C -3.942100 -1.717000 1.095900 -0.041 -0.433 0.829
N -3.975700 -1.108200 -0.207500 0.814 -0.092 -0.984
C -3.181100 -1.405900 -1.251800 -0.832 0.405 -0.043
Se -1.590500 -2.417600 -1.233400 0.926 0.459 0.283
N -3.651300 -0.803700 -2.361700 0.497 -0.478 0.242
C -4.752200 -0.047300 -2.032800 -0.602 0.171 1.108
C -5.579200 0.777400 -2.784100 -0.195 0.050 0.058
C -6.607700 1.407600 -2.105100 0.256 -0.178 -0.027
C -6.803100 1.229900 -0.722000 0.111 -0.066 -0.117
C -5.997400 0.395200 0.024900 0.060 -0.042 -0.002
C -4.956700 -0.245900 -0.643300 -0.506 0.691 -1.216
H -3.040700 -2.318600 1.200700 0.023 0.043 0.056
H -4.805700 -2.375700 1.220300 0.083 0.055 -0.091
H -3.977400 -0.964600 1.883100 0.087 0.052 -0.110
H -3.306600 -0.961600 -3.301700 0.047 0.051 0.105
H -5.437900 0.899400 -3.846100 -0.020 0.064 -0.128
H -7.282400 2.049100 -2.650600 -0.044 0.054 -0.048
H -7.608300 1.763500 -0.237400 -0.041 -0.041 0.025
H -6.163500 0.259300 1.078700 -0.072 -0.049 0.221
C -2.072200 3.828700 -1.144200 0.008 -0.043 0.217
Te -0.746800 2.452200 -0.152300 -0.290 1.213 -0.767
C 0.932300 3.730000 -0.449000 -0.001 -0.054 0.114
H -1.991400 4.787300 -0.623500 0.022 -0.147 0.037
H -3.093900 3.459000 -1.083700 0.068 -0.058 0.076
H -1.794300 3.979100 -2.187100 0.206 -0.182 0.030
H 1.022400 3.978100 -1.504700 -0.153 -0.134 -0.077
H 1.838500 3.258300 -0.090400 0.041 -0.164 0.083
H 0.738700 4.642800 0.113300 -0.090 -0.013 0.077
```
Positions in Å, forces in eV/Å.

Entry 3:
Density functional theory data (wB97M-V/def2-TZVPD) for a structure of composition C16H21AuP2S2 at a distorted geometry.

The expectation value of S² is 2.0173. As for the spin multiplicity: 3. The LUMO energy (spin up / spin down) comes out at 0.3 / -1.1 eV. As for the strongest force on any atom: 3.9 eV Å⁻¹. The value obtained for the HOMO-LUMO gap (spin up / spin down) is 6.72 / 5.96 eV. The calculation puts the energy relative to the best compared isomer or geometry (same formula, charge and spin) at 1.154 eV.

XYZ file:
```
42
Properties=species:S:1:pos:R:3:forces:R:3
Au -0.158598 -0.158402 -0.830210 -1.691 -1.690 -3.091
C 3.930802 0.111198 -1.193810 0.433 0.368 -0.601
P 2.151202 -0.125602 -0.830210 1.526 -1.000 1.257
C 2.182502 -1.817602 -0.131510 1.941 0.096 0.739
C 1.918902 0.918798 0.651190 1.196 0.892 1.007
C 2.719402 0.754698 1.795590 -0.238 0.347 -0.248
C 2.539402 1.557698 2.922290 -0.097 -0.093 -0.144
C 1.557502 2.539598 2.922290 -0.093 -0.097 -0.144
C 0.754502 2.719598 1.795590 0.347 -0.238 -0.248
C 0.918602 1.919098 0.651190 0.892 1.196 1.007
P -0.125798 2.151398 -0.830210 -0.999 1.525 1.256
C 0.111002 3.930998 -1.193810 0.368 0.433 -0.601
C -1.817798 2.182698 -0.131510 0.095 1.940 0.739
H 4.573802 -0.142702 -0.346510 -0.266 -0.012 0.079
H 4.129202 1.150698 -1.472510 -0.054 -0.112 0.011
H 4.227502 -0.521002 -2.036310 -0.133 0.050 0.074
H 2.960402 -1.952502 0.624990 0.230 0.127 -0.104
H 2.368202 -2.545402 -0.927510 -0.001 0.148 0.054
H 1.218002 -2.062802 0.323490 1.294 0.263 0.468
H 3.499302 -0.001102 1.826890 -0.121 0.030 -0.128
H 3.168102 1.414898 3.797190 -0.095 -0.004 -0.132
H 1.414702 3.168298 3.797190 -0.004 -0.095 -0.132
H -0.001298 3.499498 1.826890 0.030 -0.121 -0.128
H -0.142898 4.573998 -0.346510 -0.012 -0.266 0.078
H -0.521198 4.227698 -2.036310 0.050 -0.133 0.074
H 1.150502 4.129398 -1.472510 -0.112 -0.054 0.011
H -1.952698 2.960598 0.624990 0.127 0.230 -0.104
H -2.062998 1.218198 0.323490 0.263 1.294 0.468
H -2.545598 2.368398 -0.927510 0.148 -0.001 0.053
S -2.479298 -0.199002 -0.830210 -2.058 -1.567 -1.069
C -2.862798 -1.875802 -0.830210 -0.404 -0.807 -0.302
C -4.213398 -2.244802 -0.830110 -0.102 -0.783 0.088
C -4.579598 -3.594102 -0.830110 0.282 0.560 0.003
C -3.594998 -4.580402 -0.830110 0.548 0.276 0.003
C -2.245398 -4.216502 -0.830110 -0.773 -0.088 0.087
C -1.875298 -2.866402 -0.830210 -0.776 -0.339 -0.303
S -0.199198 -2.479102 -0.830210 -1.554 -2.084 -1.069
H -4.981998 -1.478702 -0.830110 0.101 -0.014 -0.003
H -5.628098 -3.863102 -0.830110 0.012 -0.011 -0.006
H -3.865998 -5.628402 -0.830110 -0.010 0.012 -0.006
H -1.479998 -4.985602 -0.830110 -0.012 0.098 -0.003
H -0.158598 -0.158402 0.785390 -0.277 -0.277 1.011
```
Positions in Å, forces in eV/Å.

Entry 4:
Density functional theory data (wB97M-V/def2-TZVPD) for an isolated molecule of C16H21BN2O4 at a distorted geometry.

As for the spin multiplicity: 1. The LUMO energy comes out at 0.3 eV. As for the strongest force on any atom: 2.1 eV Å⁻¹. The value obtained for the HOMO-LUMO gap is 8.86 eV. The calculation puts the energy relative to the best compared isomer or geometry (same formula, charge and spin) at 0.000 eV.

XYZ file:
```
44
Properties=species:S:1:pos:R:3:forces:R:3
C 0.800240 -4.825994 1.000308 0.458 -0.055 0.038
C 0.634338 -3.896218 -0.212741 -0.001 0.059 -0.431
C 0.200102 -4.683868 -1.498530 0.582 -0.054 1.166
C -0.380253 -2.768034 0.049814 -0.609 -0.134 -1.057
C -0.259418 -1.936571 1.307756 1.054 0.987 0.181
N -1.219803 -0.822794 1.328007 -0.492 0.213 -0.107
C -1.226323 0.118344 2.327805 1.228 -0.652 -0.613
O -0.686679 -0.067860 3.399823 -0.064 -0.117 0.334
C -1.808852 1.466500 1.967022 -1.112 0.171 0.383
N -1.014143 2.286644 1.039310 -0.719 -1.323 -1.452
C -0.069561 3.195327 1.471592 -0.374 1.192 -0.272
C 0.454549 4.124412 0.637176 -0.020 -0.687 0.339
C 0.256063 4.006388 -0.791890 0.030 -0.472 0.125
C 0.917355 4.838861 -1.706300 -0.648 0.439 0.561
C 0.794405 4.592872 -3.039537 0.481 0.456 -1.088
C 0.080116 3.509755 -3.548752 -0.248 -0.390 0.549
C -0.642910 2.730570 -2.671003 0.351 -0.356 0.138
C -0.549920 2.953572 -1.287273 0.718 1.194 0.514
C -1.327772 2.159985 -0.340752 -0.463 -0.298 -0.619
O -2.213147 1.430380 -0.788295 0.368 -0.187 1.334
B 1.193919 -1.284374 1.253999 -0.329 -0.304 1.069
O 1.391250 0.034304 0.910472 0.031 0.167 -0.001
O 2.256613 -2.114088 1.584427 0.373 1.932 -0.726
H 1.154357 -4.293844 1.900389 -0.251 -0.117 -0.469
H -0.143186 -5.323431 1.235502 -0.107 0.075 0.011
H 1.535747 -5.628561 0.826243 -0.203 0.291 -0.173
H 1.580320 -3.392597 -0.458082 -0.014 -0.345 0.279
H -0.713201 -5.222588 -1.236312 0.006 -0.157 -0.299
H 0.999538 -5.402020 -1.765210 -0.502 0.243 0.101
H 0.009539 -4.048187 -2.363864 0.013 0.131 0.137
H -0.312902 -2.126955 -0.844862 -0.083 0.169 0.237
H -1.386211 -3.167328 0.017767 -0.441 -0.381 -0.044
H -0.408642 -2.549787 2.184299 0.025 -0.146 0.272
H -1.528843 -0.527128 0.414378 -0.372 0.209 -0.058
H -2.015344 2.021338 2.881281 0.488 0.025 0.056
H -2.808835 1.243411 1.584591 0.205 0.458 -0.673
H 0.107790 3.215163 2.532690 0.014 -0.111 0.184
H 1.093246 4.893716 1.056490 0.036 -0.148 -0.169
H 1.397603 5.749385 -1.355297 0.226 -0.321 -0.011
H 1.277279 5.267716 -3.740767 0.055 -0.094 0.060
H 0.114678 3.244113 -4.595421 -0.129 0.240 -0.076
H -1.198833 1.876194 -3.027710 -0.190 0.035 0.069
H 0.626605 0.656214 0.897092 0.794 -1.079 -0.081
H 3.039127 -1.532942 1.464366 -0.166 -0.760 0.279
```
Positions in Å, forces in eV/Å.

Entry 5:
Density functional theory data (wB97M-V/def2-TZVPD) for the ion C16H21BrN4O4P with charge +1.

As for the spin multiplicity: 1. The LUMO energy comes out at -4.3 eV. As for the strongest force on any atom: 0.9 eV Å⁻¹. The value obtained for the HOMO-LUMO gap is 8.00 eV. The total charge is +1.

XYZ file:
```
47
Properties=species:S:1:pos:R:3:forces:R:3
C -4.505434 -2.463711 -3.109577 -0.117 0.076 0.167
C -3.452122 -1.441584 -2.718772 -0.115 -0.044 -0.261
Br -4.171390 -0.305229 -1.296468 0.024 0.039 0.040
C -2.138557 -2.128914 -2.302526 -0.106 -0.172 0.394
C -1.387195 -1.472989 -1.177091 0.272 0.278 -0.198
N -1.552569 -2.068384 -0.001784 0.252 0.237 0.019
N -1.080366 -1.682600 1.169917 -0.124 -0.188 -0.120
C -0.337059 -0.607346 1.181945 0.008 0.067 0.049
C 0.133106 -0.185145 2.524946 -0.033 0.137 -0.079
C 1.068516 -0.926780 3.229578 -0.038 -0.065 0.016
C 1.447544 -0.476390 4.477323 0.091 0.031 0.091
C 0.873329 0.687281 4.971338 0.094 -0.074 0.027
N -0.030624 1.399396 4.308552 -0.084 0.001 0.152
C -0.386275 0.965721 3.113342 0.001 -0.119 -0.221
C -0.004227 0.108817 -0.015142 -0.227 -0.037 0.209
C 0.948472 1.255697 0.114075 0.119 -0.085 -0.642
C 2.383843 0.704661 0.207221 0.013 0.236 0.284
C 3.411761 1.805257 0.506217 0.192 -0.507 0.137
C 3.421158 2.156557 1.977635 -0.541 0.129 0.435
O 2.426178 2.455022 2.591359 0.597 0.048 -0.347
O 4.646188 2.037781 2.572285 0.115 0.227 -0.742
C -0.548795 -0.332443 -1.217830 -0.340 -0.297 0.117
P -0.108681 0.611798 -2.724866 0.855 0.081 0.084
N 1.405456 0.591488 -2.999801 -0.586 0.211 0.117
O -0.803319 2.018385 -2.443227 -0.192 -0.100 -0.083
O -0.960689 -0.078201 -3.883127 -0.070 0.124 -0.082
H -4.079164 -3.224563 -3.764868 0.007 0.050 -0.094
H -4.907878 -2.953729 -2.222207 0.081 -0.096 -0.008
H -5.339694 -1.977240 -3.611171 0.034 -0.029 -0.064
H -3.277516 -0.759449 -3.540715 0.126 0.089 0.028
H -1.486396 -2.249242 -3.160992 -0.034 0.040 -0.123
H -2.401569 -3.135033 -1.963224 0.062 -0.011 0.004
H -2.132976 -2.896666 0.046317 -0.039 -0.020 0.075
H 1.485625 -1.836586 2.816759 0.008 -0.015 -0.035
H 2.182168 -1.010900 5.061989 -0.010 -0.019 0.026
H 1.155443 1.051513 5.950469 -0.005 0.079 0.024
H -1.136451 1.546230 2.586213 -0.030 0.083 -0.004
H 0.892010 1.877296 -0.777113 -0.009 0.142 0.164
H 0.716472 1.879996 0.973285 0.004 -0.126 0.120
H 2.436709 -0.029557 1.013444 0.030 -0.104 -0.070
H 2.645206 0.208840 -0.726223 -0.099 -0.008 -0.035
H 3.202743 2.715000 -0.059739 -0.030 0.031 0.010
H 4.400219 1.451524 0.219385 0.020 0.086 0.007
H 4.917035 2.870770 2.978243 -0.256 -0.111 0.480
H 1.837430 1.507561 -3.027831 0.238 -0.139 -0.101
H -1.378682 2.327477 -3.154897 -0.073 0.070 0.076
H -0.428984 0.008613 -4.692647 -0.084 -0.224 -0.043
```
Positions in Å, forces in eV/Å.

Which value of strongest force on any atom does entry 1 give? 0.9 eV Å⁻¹